Entry 1:
{
  "formula": "C27H26FO8S2",
  "method": "wB97M-V/def2-TZVPD",
  "symbols": ["C", "C", "O", "C", "C", "F", "C", "O", "O", "C", "C", "O", "H", "H", "H", "H", "H", "H", "H", "H", "H", "H", "C", "C", "C", "C", "S", "C", "C", "C", "C", "C", "C", "C", "C", "S", "C", "C", "C", "C", "C", "C", "O", "O", "O", "O", "C", "C", "H", "H", "H", "H", "H", "H", "H", "H", "H", "H", "H", "H", "H", "H", "H", "H"],
  "xyz": [[-4.0561, 1.6135, -3.7498], [-3.2683, 0.3802, -3.3895], [-2.0545, 0.8786, -2.7608], [-1.2012, -0.0709, -2.2933], [0.1387, 0.4814, -2.1539], [0.1488, 1.8327, -2.3318], [1.4054, -0.1777, -2.5007], [1.6371, -1.3739, -2.4972], [2.3224, 0.7864, -2.8296], [3.5194, 0.3645, -3.5213], [4.3490, 1.5982, -3.7803], [-1.5735, -1.2091, -2.0392], [-5.0756, 1.3487, -4.0384], [-4.1014, 2.3365, -2.9291], [-3.5661, 2.0964, -4.6019], [-3.8321, -0.2864, -2.7212], [-3.0027, -0.1684, -4.3066], [4.0757, -0.3713, -2.9225], [3.2169, -0.0871, -4.4782], [5.3374, 1.2974, -4.1372], [3.8630, 2.1840, -4.5685], [4.4853, 2.2363, -2.8996], [-0.1254, -5.4027, 0.3107], [-0.7438, -4.4231, -0.4697], [-1.0911, -3.2062, 0.1042], [-0.8329, -2.9613, 1.4478], [-1.2651, -1.3625, 2.1375], [-0.1095, -0.2269, 1.4103], [0.9780, -0.6016, 0.6908], [2.1874, 0.2443, 0.5826], [2.1895, 1.3859, -0.2276], [3.3240, 2.1534, -0.4454], [4.4905, 1.8704, 0.2586], [4.4948, 0.7924, 1.1555], [3.3686, -0.0214, 1.3002], [-0.4474, 1.5275, 1.7137], [-1.7998, 1.6233, 2.9006], [-3.0669, 2.0021, 2.4602], [-4.1111, 2.1293, 3.3776], [-3.8806, 1.8971, 4.7390], [-2.5981, 1.5462, 5.1800], [-1.5548, 1.4303, 4.2640], [0.6748, 2.1157, 2.3977], [-0.9114, 2.0600, 0.4475], [-2.5958, -1.0080, 1.6818], [-0.9559, -1.4332, 3.5507], [-0.2625, -3.9530, 2.2550], [0.1038, -5.1663, 1.6721], [0.1694, -6.3479, -0.1435], [-0.9668, -4.5822, -1.5237], [-1.5456, -2.4289, -0.5017], [1.0110, -1.6463, 0.3546], [1.2500, 1.6810, -0.6805], [3.2676, 2.9785, -1.1609], [5.3755, 2.4930, 0.1285], [5.3923, 0.5813, 1.7398], [3.3445, -0.8526, 2.0126], [-3.2211, 2.1636, 1.3959], [-5.1055, 2.4089, 3.0189], [-4.6982, 2.0000, 5.4575], [-2.4035, 1.3628, 6.2405], [-0.5561, 1.1718, 4.6051], [-0.1086, -3.7553, 3.3157], [0.5682, -5.9292, 2.2965]],
  "forces_ev_per_angstrom": [[-0.059, 0.270, -0.346], [0.537, 0.213, 0.658], [-1.249, -0.301, -0.587], [1.919, 0.132, 0.299], [0.028, -1.756, -0.623], [0.108, 1.090, -0.332], [-2.398, 0.757, 0.372], [0.534, -0.248, -0.111], [0.876, -0.300, -0.869], [-0.633, -0.183, 0.630], [0.023, 0.273, -0.338], [-0.176, -0.176, -0.360], [0.007, 0.006, -0.048], [0.052, -0.246, -0.035], [-0.169, 0.127, 0.140], [0.359, 0.154, -0.082], [-0.004, -0.048, 0.351], [-0.286, 0.091, -0.125], [0.187, -0.118, 0.291], [-0.017, 0.045, -0.043], [0.157, 0.106, 0.176], [-0.118, -0.325, -0.142], [-0.142, 0.283, 0.078], [0.090, -0.164, 0.262], [-0.224, 0.301, 0.036], [0.128, -0.361, 0.068], [-0.446, -0.719, -0.827], [0.634, -0.035, -0.297], [-0.894, -0.053, 1.478], [1.006, 1.242, -0.757], [-0.529, -0.044, 0.300], [0.193, 0.096, 0.474], [-0.253, -0.250, 0.044], [-0.071, -0.033, -0.069], [-0.480, -0.320, -0.014], [-0.464, 0.336, -0.064], [-0.266, 0.180, 0.199], [0.074, -0.253, -0.028], [0.144, 0.035, 0.134], [0.188, -0.007, -0.219], [-0.144, 0.118, -0.158], [0.022, -0.085, -0.155], [0.078, -0.095, -0.139], [0.199, -0.319, 1.034], [0.629, -0.213, 0.502], [-0.212, 0.166, -0.284], [0.060, 0.305, -0.130], [-0.106, 0.042, -0.010], [-0.045, 0.175, 0.161], [0.173, 0.005, 0.245], [0.092, -0.050, -0.074], [0.254, 0.407, 0.147], [0.441, -0.023, 0.012], [0.014, -0.235, 0.377], [-0.127, -0.209, 0.049], [-0.268, 0.016, -0.129], [0.298, 0.223, -0.253], [-0.005, -0.043, 0.192], [0.349, -0.096, 0.177], [0.266, -0.068, -0.242], [-0.099, 0.095, -0.387], [-0.165, 0.017, -0.123], [0.037, -0.060, -0.293], [-0.109, 0.130, -0.190]],
  "nbo_charge": [-0.6201, -0.0661, -0.5297, 0.7170, -0.0698, -0.3619, 0.7065, -0.6920, -0.5516, -0.0629, -0.6193, -0.7116, 0.1942, 0.2175, 0.2025, 0.1878, 0.1692, 0.1844, 0.1745, 0.1975, 0.2026, 0.2149, -0.1934, -0.1938, -0.1849, -0.3609, 2.1668, -0.6212, -0.0436, -0.1263, -0.1589, -0.2016, -0.2228, -0.2515, -0.1436, 2.1505, -0.2388, -0.1759, -0.2296, -0.1960, -0.2165, -0.1905, -0.9293, -0.9017, -0.9250, -0.9466, -0.1247, -0.2554, 0.2086, 0.2271, 0.2991, 0.2562, 0.2667, 0.2141, 0.2011, 0.2021, 0.1991, 0.2479, 0.2127, 0.2075, 0.2108, 0.2413, 0.2291, 0.2084],
  "orbital_gap_ev": 6.34,
  "homo_energy_ev": -3.60,
  "total_charge": -1,
  "lumo_ev": 2.74
}


Entry 2:
{
  "formula": "C27H26N3O5S5SbTi",
  "method": "wB97M-V/def2-TZVPD",
  "symbols": ["Ti", "O", "C", "N", "C", "O", "C", "C", "C", "C", "C", "N", "C", "C", "C", "C", "C", "N", "H", "H", "H", "H", "H", "H", "H", "H", "C", "O", "C", "C", "C", "C", "C", "C", "O", "C", "O", "C", "H", "H", "H", "H", "H", "H", "H", "H", "H", "S", "C", "S", "C", "C", "S", "S", "S", "C", "Sb", "C", "C", "H", "H", "H", "H", "H", "H", "H", "H", "H"],
  "xyz": [[1.1460, -0.3997, -0.6842], [1.6329, -4.0564, 0.5720], [0.8555, -3.3967, -0.0609], [1.1920, -2.4550, -1.0394], [1.1024, -2.8538, -2.3180], [1.0042, -4.0082, -2.7306], [1.0441, -1.6979, -3.2827], [1.4387, -1.8079, -4.5951], [1.2768, -0.7051, -5.4308], [0.6842, 0.4333, -4.9208], [0.3247, 0.4737, -3.5795], [0.5381, -0.5681, -2.7579], [-0.6449, -3.4885, 0.2216], [-1.1026, -4.4070, 1.1560], [-2.4535, -4.4355, 1.4471], [-3.2966, -3.5511, 0.7918], [-2.7429, -2.6766, -0.1288], [-1.4443, -2.6367, -0.4143], [1.8581, -2.7449, -4.9332], [1.5922, -0.7445, -6.4665], [0.5091, 1.3006, -5.5446], [-0.1584, 1.3393, -3.1466], [-0.3830, -5.0522, 1.6414], [-2.8463, -5.1309, 2.1793], [-4.3599, -3.5307, 0.9947], [-3.3663, -1.9605, -0.6549], [-2.7429, 4.6664, 1.6832], [-1.9480, 5.2425, 0.6736], [-1.0334, 4.4016, 0.0677], [-0.1206, 5.0064, -0.8015], [0.8318, 4.2337, -1.4233], [0.9403, 2.8334, -1.2236], [1.9963, 2.0874, -1.8213], [3.0175, 2.7166, -2.7220], [2.2051, 0.8495, -1.4847], [-0.0436, 2.2313, -0.3802], [-0.1110, 0.9148, -0.1866], [-0.9960, 3.0379, 0.2655], [-3.3027, 5.4812, 2.1399], [-2.1281, 4.1744, 2.4434], [-3.4457, 3.9314, 1.2762], [-0.1667, 6.0776, -0.9538], [1.5498, 4.7178, -2.0733], [3.5826, 3.5115, -2.2202], [2.5634, 3.1516, -3.6204], [3.7192, 1.9415, -3.0265], [-1.6995, 2.5332, 0.9109], [5.2503, -4.6549, 3.9398], [4.6749, -3.4778, 2.8861], [5.3078, -3.1747, 1.3283], [4.2570, -1.8568, 0.8133], [3.3116, -1.5427, 1.7378], [2.0675, -0.3082, 1.6266], [3.3287, -2.4832, 3.2098], [4.5435, -1.1532, -0.7291], [-2.6834, -0.8930, 4.4035], [-1.5053, -0.5432, 2.6019], [-3.2074, 0.4042, 1.6434], [-0.6756, 1.2591, 3.4199], [-3.2636, -0.0066, 4.6690], [-2.0257, -1.1507, 5.2352], [-3.3654, -1.7288, 4.2313], [-3.4593, 1.3419, 2.1442], [-4.0610, -0.2736, 1.7162], [-2.9899, 0.5940, 0.5926], [-1.4738, 1.9502, 3.6995], [-0.0101, 1.7193, 2.6915], [-0.0892, 0.9979, 4.3011]],
  "forces_ev_per_angstrom": [[0.621, 0.684, 0.283], [-0.067, -0.136, 0.079], [-0.017, -0.009, -0.076], [-0.222, -0.032, 0.068], [0.004, -0.215, -0.121], [-0.006, 0.045, -0.018], [-0.020, -0.287, -0.046], [-0.107, -0.060, 0.016], [0.044, -0.024, -0.098], [-0.042, 0.076, 0.034], [-0.108, 0.129, 0.030], [0.206, 0.008, 0.073], [0.224, 0.128, -0.049], [0.031, -0.073, 0.108], [0.049, -0.067, 0.039], [-0.040, 0.022, -0.013], [0.050, 0.063, -0.067], [-0.083, -0.059, 0.026], [-0.022, -0.006, 0.011], [0.005, -0.006, 0.009], [-0.012, 0.004, 0.016], [0.032, 0.004, -0.003], [-0.013, 0.008, -0.005], [0.014, 0.003, 0.004], [-0.001, 0.009, -0.009], [-0.006, -0.003, 0.003], [0.004, 0.008, -0.033], [0.044, -0.009, 0.038], [-0.096, -0.123, 0.044], [0.119, -0.033, -0.097], [-0.093, 0.017, 0.064], [-0.005, -0.049, 0.001], [-0.042, -0.100, -0.008], [0.058, 0.001, 0.021], [-0.153, 0.376, -0.109], [0.002, -0.014, -0.074], [-0.030, 0.105, -0.081], [-0.106, 0.073, -0.016], [-0.008, 0.001, -0.006], [-0.002, 0.004, 0.010], [0.001, -0.013, 0.000], [0.007, -0.004, -0.006], [0.002, 0.003, 0.000], [0.006, -0.013, -0.011], [0.011, 0.007, 0.018], [0.002, 0.009, -0.003], [-0.007, -0.001, 0.007], [0.036, 0.062, 0.021], [-0.137, -0.143, -0.073], [0.055, 0.064, -0.003], [0.103, 0.002, -0.050], [-0.030, 0.023, 0.037], [-0.172, -0.339, -0.007], [0.007, 0.070, 0.041], [-0.064, -0.146, 0.014], [-0.013, -0.046, -0.025], [-0.108, -0.010, 0.103], [0.014, -0.015, -0.007], [0.048, 0.012, -0.083], [0.018, 0.005, -0.018], [0.001, -0.002, -0.016], [-0.002, 0.018, 0.026], [0.002, -0.009, 0.002], [0.010, -0.001, -0.017], [0.004, 0.011, 0.006], [-0.003, -0.013, 0.002], [-0.005, 0.018, 0.015], [0.009, -0.009, -0.019]],
  "nbo_charge": [1.6366, -0.5060, 0.6992, -0.8241, 0.6576, -0.6586, 0.1197, -0.2176, -0.2086, -0.2523, 0.0108, -0.5113, 0.1184, -0.2070, -0.1812, -0.2691, 0.0338, -0.3902, 0.2336, 0.1997, 0.2060, 0.2182, 0.2458, 0.2054, 0.2066, 0.1897, -0.2486, -0.5142, 0.2656, -0.3057, -0.1743, -0.2321, 0.2708, -0.6637, -0.6809, 0.3771, -0.8125, -0.3747, 0.1773, 0.1809, 0.1695, 0.2030, 0.1993, 0.1990, 0.1918, 0.2417, 0.2246, -0.3054, -0.5740, 0.4749, -0.3545, -0.4591, -0.3286, 0.4771, -0.3912, -1.0264, 1.1255, -1.0250, -1.0015, 0.2031, 0.2157, 0.2070, 0.2046, 0.2090, 0.2303, 0.1966, 0.2469, 0.2263],
  "orbital_gap_ev": [4.39, 4.39],
  "homo_energy_ev": [-0.31, -0.31],
  "total_charge": -2,
  "lumo_ev": [4.08, 4.08],
  "e_above_lowest_kcal_mol": 0.0
}


Entry 3:
{
  "formula": "C27H26N3O5S5SbTi",
  "method": "wB97M-V/def2-TZVPD",
  "symbols": ["Ti", "O", "C", "N", "C", "O", "C", "C", "C", "C", "C", "N", "C", "C", "C", "C", "C", "N", "H", "H", "H", "H", "H", "H", "H", "H", "C", "O", "C", "C", "C", "C", "C", "C", "O", "C", "O", "C", "H", "H", "H", "H", "H", "H", "H", "H", "H", "S", "C", "S", "C", "C", "S", "S", "S", "C", "Sb", "C", "C", "H", "H", "H", "H", "H", "H", "H", "H", "H"],
  "xyz": [[0.9081, -0.1444, 0.5125], [2.1530, 3.4374, 2.3673], [1.7022, 2.5369, 1.6699], [1.8624, 1.1644, 1.8761], [2.6316, 0.6547, 2.8731], [3.2290, 1.2317, 3.7680], [2.7863, -0.8639, 2.7984], [3.4441, -1.5227, 3.8200], [3.5533, -2.9040, 3.7570], [3.0285, -3.5780, 2.6721], [2.4157, -2.8393, 1.6705], [2.3069, -1.5183, 1.7319], [0.9482, 2.8147, 0.4338], [0.8812, 4.1082, -0.0732], [0.2689, 4.3604, -1.2833], [-0.2794, 3.2501, -1.9917], [-0.2126, 2.0073, -1.4384], [0.3583, 1.7417, -0.2288], [3.8289, -0.9385, 4.6428], [4.0322, -3.4509, 4.5611], [3.0439, -4.6564, 2.5993], [1.9792, -3.3218, 0.8080], [1.3414, 4.8844, 0.5244], [0.2084, 5.3634, -1.6848], [-0.7563, 3.3667, -2.9565], [-0.6430, 1.1511, -1.9493], [3.4262, 0.4858, -5.7221], [2.7338, -0.7492, -5.7472], [2.0604, -1.1004, -4.6080], [1.0323, -2.0434, -4.7703], [0.2935, -2.3898, -3.6694], [0.5174, -1.8465, -2.3894], [-0.4682, -2.0713, -1.3267], [-1.5175, -3.1354, -1.4069], [-0.4691, -1.3427, -0.3214], [1.6350, -0.9683, -2.2144], [2.0301, -0.4934, -1.0749], [2.3667, -0.5892, -3.3703], [3.5537, 0.7897, -6.7596], [4.4105, 0.3820, -5.2568], [2.8573, 1.2442, -5.1814], [0.8271, -2.4498, -5.7507], [-0.5247, -3.0828, -3.8034], [-1.3900, -3.8336, -2.2288], [-2.4985, -2.6607, -1.4809], [-1.4670, -3.6847, -0.4607], [3.1839, 0.1001, -3.2140], [-5.8935, -2.6239, 2.9511], [-4.2339, -2.6040, 2.7277], [-3.2286, -1.2533, 3.0212], [-1.6668, -1.9101, 2.5560], [-1.6827, -3.2172, 2.1959], [-0.4446, -4.3570, 1.7706], [-3.2982, -3.9363, 2.1956], [-0.4042, -0.7140, 2.7931], [-3.3303, 3.5147, -0.0044], [-3.0156, 1.6328, 1.0215], [-2.2840, 2.6091, 2.7870], [-5.1081, 1.5333, 1.5763], [-3.9893, 4.1475, 0.5933], [-3.7740, 3.3495, -0.9869], [-2.3682, 4.0110, -0.1388], [-3.1200, 2.8993, 3.4258], [-1.7348, 3.5002, 2.4811], [-1.6204, 1.9384, 3.3284], [-5.3192, 2.2528, 2.3699], [-5.3901, 0.5367, 1.9116], [-5.7066, 1.7950, 0.7011]],
  "forces_ev_per_angstrom": [[0.044, 0.948, 1.866], [0.012, 0.025, 0.018], [0.077, 0.057, -0.033], [-0.069, -0.297, -0.445], [0.269, 0.038, 0.149], [-0.084, 0.011, -0.028], [0.173, -0.005, -0.082], [-0.053, -0.018, -0.016], [0.045, -0.024, 0.068], [-0.055, -0.001, -0.063], [0.148, 0.047, -0.053], [-0.042, 0.234, -0.270], [-0.022, 0.057, 0.087], [-0.088, -0.079, 0.006], [0.010, 0.084, 0.030], [0.005, -0.152, -0.002], [-0.146, 0.054, -0.004], [0.223, -0.545, 0.074], [-0.019, 0.012, 0.002], [0.003, 0.005, -0.003], [0.026, 0.006, 0.020], [0.009, 0.012, 0.009], [0.000, 0.031, -0.028], [0.014, 0.006, -0.007], [-0.008, 0.046, 0.005], [0.017, 0.001, 0.011], [0.088, -0.078, 0.040], [-0.204, 0.072, -0.015], [0.135, -0.053, -0.044], [0.088, 0.021, 0.032], [-0.008, 0.055, 0.022], [-0.139, -0.111, 0.017], [0.446, 0.187, -0.205], [-0.086, 0.109, -0.012], [-0.419, -0.648, -0.465], [-0.015, 0.145, -0.182], [-0.175, -0.322, -0.132], [-0.016, -0.146, 0.121], [0.015, -0.011, 0.003], [-0.012, 0.007, 0.034], [-0.011, 0.022, -0.033], [0.001, 0.017, -0.008], [-0.017, 0.028, -0.003], [0.036, 0.033, 0.016], [0.000, 0.002, 0.068], [-0.007, 0.001, 0.022], [-0.016, 0.020, -0.003], [0.005, 0.008, -0.019], [0.076, 0.032, 0.060], [-0.125, -0.076, -0.047], [-0.199, 0.271, 0.192], [-0.009, -0.282, -0.015], [0.026, 0.108, -0.005], [-0.016, 0.058, -0.015], [0.097, -0.059, -0.594], [0.060, 0.062, 0.040], [-0.056, -0.071, -0.289], [-0.081, -0.008, 0.090], [0.008, 0.074, 0.066], [-0.006, 0.032, -0.012], [-0.023, -0.014, 0.000], [-0.013, 0.005, -0.010], [0.002, 0.022, -0.010], [0.050, -0.025, -0.001], [0.014, -0.002, -0.012], [-0.009, 0.007, -0.002], [0.011, -0.031, 0.017], [0.014, -0.015, -0.016]],
  "nbo_charge": [1.6132, -0.6245, 0.6305, -0.8048, 0.6502, -0.6077, 0.1591, -0.2289, -0.1693, -0.2506, 0.1065, -0.4935, -0.0120, -0.1805, -0.3022, -0.3081, 0.0294, -0.6538, 0.2390, 0.1992, 0.2169, 0.2194, 0.2281, 0.1914, 0.1990, 0.1897, -0.2527, -0.5080, 0.3407, -0.3442, -0.1069, -0.3321, 0.6142, -0.7295, -0.6383, 0.5225, -0.7754, -0.4022, 0.1823, 0.1716, 0.1925, 0.2119, 0.2068, 0.2013, 0.2416, 0.3016, 0.2255, -0.2765, -0.5784, 0.4651, -0.4204, -0.3656, -0.4990, 0.4481, -0.3407, -1.0207, 1.0748, -1.0022, -1.0121, 0.2020, 0.2066, 0.2304, 0.2068, 0.2240, 0.2534, 0.2048, 0.2361, 0.2048],
  "orbital_gap_ev": [4.24, 5.21],
  "spin_multiplicity": 3,
  "homo_energy_ev": [-0.37, -1.34],
  "s_squared": 2.02,
  "total_charge": -2,
  "lumo_ev": [3.87, 3.87],
  "e_above_lowest_kcal_mol": 17.9
}